Computed, not measured: a molecular structure, C3AgO4 in a non-equilibrium geometry, with ωB97M-V/def2-TZVPD.

Positions of all 8 atoms, in Å:
C -3.71 -0.19 0.10
C -2.37 0.00 0.21
O -1.65 -1.11 -0.06
O -1.77 1.15 -0.08
O 2.03 0.08 0.03
C 3.19 0.00 -0.02
O 4.33 -0.07 -0.04
Ag -0.05 0.15 -0.15

Values from the calculation:
* <S²>: 0.76
* HOMO (alpha / beta): -9.2 / -9.1 eV
* gap between HOMO and LUMO (alpha / beta): 8.14 / 7.83 eV
* 2S+1: 2

---

Computed, not measured: a molecular structure, C3Br2NOS2 in a non-equilibrium geometry, with ωB97M-V/def2-TZVPD.

Positions of all 9 atoms, in Å:
C -0.25 -0.98 -0.07
C -1.47 -0.01 -0.50
C 0.72 1.17 0.03
N 0.86 -0.18 -0.08
O -0.23 -2.20 -0.08
S 1.99 2.25 0.21
S -0.96 1.57 0.15
Br -3.15 -0.54 0.21
Br 2.48 -1.09 0.13

Values from the calculation:
* HOMO (alpha / beta): -3.5 / -3.5 eV
* gap between HOMO and LUMO (alpha / beta): 6.22 / 6.22 eV
* charge: -1

---

Computed, not measured: a molecular structure, C3Br4 in a non-equilibrium geometry, with ωB97M-V/def2-TZVPD.

Positions of all 7 atoms, in Å:
C -0.04 0.09 -0.42
C -2.03 -0.02 -0.74
C 1.26 0.20 -0.07
Br -0.92 -1.70 -0.15
Br -2.67 0.78 0.76
Br 2.12 1.98 0.12
Br 2.29 -1.33 0.51

Values from the calculation:
* HOMO: -9.5 eV
* gap between HOMO and LUMO: 8.58 eV

---

Computed, not measured: a molecular structure, C3CaF2NO4 in a non-equilibrium geometry, with ωB97M-V/def2-TZVPD.

Positions of all 11 atoms, in Å:
O 1.92 -1.38 0.50
C 1.67 -0.36 -0.11
O 2.40 0.54 -0.43
N 0.18 -0.02 -0.50
C -0.10 1.20 0.27
O -0.53 2.20 -0.23
F 0.18 1.10 1.52
C -0.72 -0.99 -0.05
O -1.77 -0.61 0.52
F -0.57 -2.24 -0.21
Ca -2.67 0.55 -1.29

Values from the calculation:
* HOMO: -12.5 eV
* gap between HOMO and LUMO: 5.20 eV
* charge: +1

---

Computed, not measured: a molecular structure, C3Cl3O in a non-equilibrium geometry, with ωB97M-V/def2-TZVPD.

Positions of all 7 atoms, in Å:
C 0.06 0.87 -0.04
C 1.09 -0.07 -0.06
C -0.94 -0.28 -0.15
O -0.13 -1.23 -0.22
Cl -0.11 2.51 -0.02
Cl 2.59 -0.50 0.10
Cl -2.52 -0.47 0.10

Values from the calculation:
* HOMO: -14.7 eV
* gap between HOMO and LUMO: 8.11 eV
* charge: +1

---

Computed, not measured: a molecular structure, C3ErLiO6 in a non-equilibrium geometry, with ωB97M-V/def2-TZVPD.

Positions of all 11 atoms, in Å:
O 0.88 2.17 -0.12
C 1.50 1.38 -0.90
O 1.63 0.20 -0.12
C 2.71 -0.80 -0.24
O 3.74 -0.39 -0.75
O 2.40 -1.82 0.36
Er -0.09 0.86 1.33
C -2.82 0.04 -0.53
O -3.89 -0.47 -0.78
O -2.27 0.10 0.62
Li -3.79 -1.26 1.14

Values from the calculation:
* <S²>: 6.01
* HOMO (alpha / beta): -11.9 / -11.9 eV
* gap between HOMO and LUMO (alpha / beta): 4.90 / 4.93 eV
* 2S+1: 5
* charge: +1

---

Computed, not measured: 2 unconnected molecules or ions with the total composition C3F4O2 in a non-equilibrium geometry, with ωB97M-V/def2-TZVPD.

Positions of all 9 atoms, in Å:
C 0.25 -0.90 -0.27
C -1.80 0.16 -0.07
C 1.21 0.25 0.08
O 0.43 -2.01 -0.57
O -2.25 0.89 -0.86
F -2.31 -0.27 1.07
F 1.27 0.40 1.41
F 2.45 0.09 -0.37
F 0.75 1.40 -0.43

Values from the calculation:
* HOMO: -9.9 eV
* gap between HOMO and LUMO: 9.42 eV

---

Computed, not measured: a molecular structure, C3F5NO2 in a non-equilibrium geometry, with ωB97M-V/def2-TZVPD.

Positions of all 11 atoms, in Å:
C 0.15 -1.51 -0.69
C 1.41 -1.38 -0.36
C -0.33 1.98 1.08
N -1.05 -1.24 -0.96
O 0.21 0.96 0.96
O -2.11 -1.69 -0.77
F 2.38 -1.68 -1.20
F 1.88 -1.13 0.83
F 0.18 3.18 1.16
F -1.13 0.30 -1.42
F -1.58 2.21 1.36

Values from the calculation:
* HOMO: -10.7 eV
* gap between HOMO and LUMO: 9.92 eV

---

Computed, not measured: a single C3F8 molecule in a non-equilibrium geometry, with ωB97M-V/def2-TZVPD.

Positions of all 11 atoms, in Å:
F -1.29 -1.20 -0.97
C -1.34 -0.25 -0.07
F -2.25 0.73 0.07
F -1.19 -0.87 1.15
C -0.02 0.62 -0.16
F 0.02 1.50 0.90
F 0.14 1.22 -1.35
C 1.23 -0.25 0.06
F 1.05 -1.41 -0.73
F 1.31 -0.51 1.43
F 2.35 0.43 -0.33

Values from the calculation:
* SMILES string: FC(F)(F)C(F)(F)C(F)(F)F
* HOMO: -12.9 eV
* gap between HOMO and LUMO: 13.74 eV

---

Computed, not measured: a gas-phase ion, C3FO4 (charge -1) in a non-equilibrium geometry, with ωB97M-V/def2-TZVPD.

Positions of all 8 atoms, in Å:
O 2.46 0.20 -0.17
C 1.28 0.11 -0.07
O 0.59 -1.04 -0.09
C -0.83 -0.78 0.03
O -1.68 -1.62 -0.05
C -0.82 0.64 0.30
F -1.69 1.55 -0.26
O 0.52 1.16 0.17

Values from the calculation:
* SMILES string: O=c1oc([O-])c(F)o1
* HOMO: -3.0 eV
* gap between HOMO and LUMO: 7.11 eV
* charge: -1

---

Computed, not measured: 2 unconnected molecules or ions with the total composition C3H10BO5PS in a non-equilibrium geometry, with ωB97M-V/def2-TZVPD.

Positions of all 21 atoms, in Å:
O 2.36 2.92 0.51
C 1.11 2.55 0.12
C 0.79 1.70 -1.24
S 1.22 -0.12 -1.16
C -0.28 -1.20 -0.74
B -1.37 -0.49 0.26
O -1.99 0.83 0.12
O -1.85 -1.32 1.42
P 2.59 -0.54 0.50
O 3.98 -0.88 -0.18
H 0.23 2.95 0.82
H 1.45 2.16 -2.11
H -0.34 1.84 -1.61
H 0.17 -2.13 -0.13
H -0.75 -1.69 -1.72
H -2.05 1.29 1.04
H -2.81 -1.03 1.60
H 2.62 0.51 1.48
H 2.15 -1.77 1.18
O -3.89 -3.03 -0.38
H -3.33 -2.57 0.22

Values from the calculation:
* HOMO: -5.4 eV
* gap between HOMO and LUMO: 2.72 eV

---

Computed, not measured: 2 unconnected molecules or ions with the total composition C3H10Br2N4O in a non-equilibrium geometry, with ωB97M-V/def2-TZVPD.

Positions of all 20 atoms, in Å:
C -0.15 0.91 -0.89
C 0.04 -1.73 1.92
C 0.62 -0.67 0.85
N 1.14 0.99 -1.23
N -0.42 0.01 0.11
N 1.43 1.91 -2.29
N -1.65 -0.40 0.49
O -1.05 1.56 -1.46
Br -2.72 -1.44 -0.87
Br -2.90 1.04 1.45
H -0.06 -2.75 1.42
H 0.82 -1.85 2.79
H -0.80 -1.37 2.61
H 1.19 0.09 1.37
H 1.34 -1.26 0.24
H 1.74 0.21 -0.88
H -0.83 2.26 -2.13
H 1.56 1.44 -3.11
H 2.19 2.53 -2.11
H -1.50 -1.48 1.74

Values from the calculation:
* HOMO: -18.2 eV
* gap between HOMO and LUMO: 8.27 eV
* charge: +2